Entry 1:
Entry from the OMol25 dataset: a structure of composition C12H37InN6O7 at a distorted geometry (the ωB97M-V functional and the def2-TZVPD basis).

Summary:
Lowest unoccupied orbital energy (eV): -12.0512
Maximum force (Eh/bohr): 0.0930
Net charge: +2

Atoms and positions in Å:
O 2.2967 3.8745 -1.7069
N -3.8060 2.9534 1.9366
N -3.1399 4.9133 2.4557
H -3.6856 2.0907 1.4255
H -0.4804 -5.7639 6.3179
H -3.2423 -1.5904 -0.4756
N -0.3030 -1.1175 -5.9587
H 4.3985 7.0724 0.8205
H -2.6440 5.7867 2.3486
O 1.8231 -0.5354 -6.4388
In 2.0993 0.8480 1.4311
H -0.1566 -3.5528 2.7543
H 0.5148 4.3244 -2.8842
N 1.2720 -1.6477 -4.5590
C 3.3136 5.4315 -0.2677
H -4.2405 -3.5588 -0.4258
H -4.6086 3.0990 2.5323
O -1.6885 3.6551 1.1530
H 4.9306 4.4141 -0.7124
O -4.1364 -1.6284 -0.1283
H 2.2819 -3.9152 3.6320
N 4.2968 4.4220 0.0740
H -0.6235 -5.7115 4.1039
H 0.9137 2.6352 -2.4200
H -1.1808 0.0047 -1.4883
H 0.4480 -1.7084 -3.9781
C 1.3157 3.6058 -2.7103
H 2.5789 -4.4850 2.2122
H -3.9565 4.8581 3.0474
H -2.5262 -2.2099 -2.1588
N 1.9274 -3.8766 2.6870
H -0.6808 -5.4087 1.2413
C 3.8756 6.8263 -0.1038
O 0.8205 -4.5673 5.1135
H -5.7929 -2.7817 -0.7513
H 1.0542 -6.0331 1.4832
C 1.0036 -1.1414 -5.7219
H -4.7611 -1.4518 -2.6285
H -0.6969 -0.6530 -6.7644
H 4.6459 7.1457 -0.8058
H 3.7166 5.1700 -2.4028
O -3.0584 -2.7706 -2.7281
C 0.4719 -5.2340 6.3376
H -5.1479 -3.0680 -2.9779
H 1.2677 -5.9217 6.6234
O -0.8166 -0.6963 -0.9134
C 0.3662 -5.1883 1.4494
C -4.4479 -2.4694 -2.3950
C 0.3758 -5.3001 3.9616
H -0.8717 -1.6068 -5.2826
H 1.8774 3.5923 -3.6444
C -2.7869 3.8429 1.7381
C 0.5274 -4.4005 2.7146
H 4.7641 4.6996 0.9253
C 2.8674 5.2092 -1.7206
H 0.4740 -4.4389 7.0833
H 0.9911 -6.1874 3.8125
C -4.7134 -2.6781 -0.8604
H 2.1183 5.9316 -2.0447
H 3.0952 7.5618 -0.2991
H 2.1694 -1.4734 -4.1297
H 0.8066 -4.6330 0.6213
H 2.4933 5.4367 0.4501

Atomic forces in eV per Å
O -0.896 0.953 0.136
N 0.975 -2.188 -1.752
N 0.888 2.332 0.256
H -0.495 -0.090 0.417
H -0.065 0.167 -0.238
H 0.562 0.354 0.531
N -1.731 -0.385 -0.534
H -0.626 -0.448 0.523
H -0.103 -0.210 0.276
O -0.409 -0.945 0.559
In -0.122 0.152 -0.172
H -0.088 0.046 0.209
H -0.028 0.362 0.713
N 0.998 -1.648 3.402
C 0.346 0.689 -0.155
H -0.090 -0.711 -0.791
H 0.311 -0.045 -0.412
O -2.388 0.137 0.599
H 0.659 -0.386 0.217
O -0.533 0.650 -0.199
H 0.028 0.721 0.546
N -0.557 0.008 -0.165
H -0.369 0.454 -0.026
H -0.107 0.065 -0.454
H 0.120 -0.064 0.198
H 0.682 -0.235 0.598
C 1.231 -0.263 -0.040
H -0.187 -0.203 -0.732
H 0.342 0.498 -0.285
H 0.462 0.236 -0.033
N -0.654 -0.227 0.937
H 0.257 -0.444 -0.111
C 0.672 1.790 -0.742
O -0.934 -1.013 -0.667
H 0.046 0.567 0.473
H -0.609 -0.611 0.163
C 0.919 3.374 -3.266
H 0.517 0.367 0.102
H 0.128 -0.275 0.146
H 0.131 -0.661 -0.631
H 0.202 0.399 -0.064
O -1.815 0.342 0.025
C 0.778 0.804 0.264
H 0.582 -0.603 0.010
H 0.006 -0.257 -0.132
O -0.235 0.066 -0.200
C 0.189 0.183 -0.494
C 0.562 -0.678 0.609
C 0.278 0.430 0.470
H -0.519 0.232 -0.685
H -0.244 -0.521 -0.445
C 0.576 -0.574 0.890
C 1.641 -0.160 -0.076
H 0.359 -0.165 0.035
C -0.758 -1.519 1.054
H -0.268 -0.173 0.089
H 0.450 -0.058 -0.089
C 0.061 -0.356 -0.662
H 0.114 0.099 -0.027
H -0.215 0.053 0.427
H -0.149 -0.168 -0.162
H -0.481 0.415 -0.166
H -0.398 -0.661 -0.265

natural (NBO) atomic charge list, values in e, 4 entries: O -0.499; N -0.834; N -0.812; H 0.401

***

Entry 2:
Entry from the OMol25 dataset: the molecule C6H6 at a distorted geometry (the ωB97M-V functional and the def2-TZVPD basis).

Summary:
Lowest unoccupied orbital energy (eV): -0.3925
Maximum force (Eh/bohr): 0.1024
Energy relative to the best compared isomer or geometry (same formula, charge and spin) (kJ/mol): 664.8

Atoms and positions in Å:
H 3.1843 0.4070 0.1017
H -3.1599 -1.0029 -0.3134
H 0.0240 1.2481 1.2284
H 2.7187 -1.2355 -0.5909
C 0.0964 -1.0428 0.2067
H -0.2700 1.4534 -0.5427
H -2.7305 0.6605 -0.1311
C 1.1369 -0.2855 -0.0308
C -1.1088 -0.3438 0.1263
C -0.0340 0.7265 0.2272
C -2.3498 -0.2918 -0.1941
C 2.4926 -0.2931 -0.0873

Atomic forces in eV per Å
H 1.968 2.581 0.486
H 0.876 -0.626 -0.306
H -0.015 -0.743 -1.027
H 1.003 0.248 0.372
C -3.233 -0.760 1.206
H 0.704 -0.347 -0.657
H -1.094 2.255 0.180
C 4.303 1.770 -0.282
C 2.100 -1.869 -1.076
C -0.198 1.348 2.702
C -2.657 -0.615 0.156
C -3.757 -3.243 -1.756

natural (NBO) atomic charge list, values in e, 4 entries: H 0.211; H 0.228; H 0.223; H 0.211

***

Entry 3:
Entry from the OMol25 dataset: a cluster of 3 separate species, C31H35Br4F4NO6S in total at a distorted geometry (the ωB97M-V functional and the def2-TZVPD basis).

Summary:
Lowest unoccupied orbital energy (eV): -1.5372
Maximum force (Eh/bohr): 0.1383

Atoms and positions in Å:
C 1.0482 -1.3127 -1.9390
C -1.0005 5.0645 -4.4099
S 1.0697 -4.2857 -2.6223
N -1.7656 1.0474 1.2424
Br -1.1004 4.4532 -2.5616
C 2.6798 0.8165 -1.0901
C 6.2977 0.5437 -0.9624
H 6.2938 -0.6089 -0.9781
H -3.2837 0.4984 7.0449
H -0.8777 -0.5155 5.3899
H -1.7398 0.0344 7.7955
C 0.3231 0.8175 2.7744
Br -3.6950 4.4787 -5.1872
O 0.7977 -0.9354 -3.1019
H -2.0973 2.8223 0.1170
C -1.9069 -0.5842 5.7425
C -5.6829 -0.3789 -1.2507
C 0.7901 -2.8506 -1.4960
C 4.9591 2.8481 -0.5592
C 1.0793 -0.5246 0.5652
C 1.5200 0.4187 1.7714
H 3.9999 3.4241 -0.2849
H -3.0664 2.7810 -2.2068
H 2.8684 0.7405 -2.2217
O -4.7660 -0.4148 1.1785
H -0.2228 -4.5595 2.8136
C -2.7313 1.9939 0.6185
Br -1.4735 2.1364 6.5270
H -0.3576 2.6251 1.5155
O 1.9783 -5.3509 -2.0784
H -2.1165 -1.6135 6.0383
C 4.9629 1.2939 -0.5976
C -4.7209 1.3814 -2.9838
H 2.5377 -5.7099 1.5547
C 0.0535 -1.7242 0.7550
H -4.7243 1.8610 -4.0299
C -2.2156 0.3671 6.8713
C -3.7509 1.9240 -1.8729
H -3.3432 2.4984 1.4475
C 6.3142 3.5767 -0.8874
F -1.5301 -3.8687 -2.9710
F 2.1427 -5.6690 3.6004
H 8.5356 0.6064 -1.5093
H 1.9936 1.4175 1.4338
C 0.6309 -4.5123 2.0457
H 0.5248 -5.2894 -0.0439
O 1.7074 -3.7141 -3.8793
Br -3.0581 -0.2545 4.2047
H -2.3170 0.4154 1.8606
C -0.6173 -4.9650 -3.1443
H -0.0871 -0.1185 3.2945
H 0.8183 1.4407 3.6169
H 6.3845 4.7179 -0.8479
C 7.6304 1.2543 -1.2844
C -0.7921 1.7589 2.1221
C -3.7322 1.3284 -0.4250
C -2.2724 5.7606 -4.8256
H 2.2670 1.8524 -0.8148
H -0.1576 5.7572 -4.4347
C -4.7109 0.1671 -0.1418
C -5.7122 0.2154 -2.6895
H -0.7659 4.1925 -5.0207
F -0.6471 -5.3176 -4.5054
H -1.0879 -4.6522 0.6270
H -2.1277 6.2967 -5.7650
C 7.6296 2.8160 -1.2240
C 1.5890 -0.3400 -0.7676
H 2.3590 -0.1167 2.3615
H 1.0798 -6.7841 2.1918
H -5.4985 0.0748 1.6264
O 3.8501 0.4571 -0.2917
F -1.0528 -5.9915 -2.2733
H 8.6332 3.3260 -1.4337
H -6.4063 -0.1636 -3.5176
H -6.4203 -1.2278 -1.0039
C 0.3232 -3.0323 -0.1661
H -1.4099 2.2139 2.9939
C 0.0298 -4.4379 0.5321
H 1.2745 -3.5909 2.3073
H -2.6513 6.4521 -4.0731
O -0.9030 -1.7715 1.5601
C 1.6195 -5.7814 2.2334

Atomic forces in eV per Å
C -0.390 0.457 -2.212
C 0.187 0.135 0.138
S 6.248 0.410 -3.367
N -0.229 -0.036 0.235
Br 0.161 0.067 -0.093
C -1.643 -1.332 -0.466
C 0.229 2.465 0.035
H -0.212 2.102 0.057
H 0.159 -0.067 -0.118
H -0.138 0.074 0.117
H -0.034 -0.016 -0.130
C 0.743 0.422 0.222
Br 0.034 0.106 0.097
O 1.135 -1.042 4.199
H -1.272 -1.327 0.495
C -0.243 -0.163 -0.080
C 1.669 2.265 -0.946
C -1.285 0.656 3.514
C 3.035 -2.202 -0.794
C 0.795 0.467 -2.685
C -0.341 -0.079 0.372
H 1.871 -0.947 -0.547
H -1.145 -1.544 0.894
H 0.039 0.345 1.715
O -0.705 1.597 -1.545
H 1.372 0.011 -1.190
C -0.251 0.241 0.096
Br -0.101 -0.041 -0.020
H -0.229 -1.203 0.879
O -3.419 2.114 -0.037
H 0.009 0.128 0.020
C 3.585 1.586 -0.809
C -0.193 -1.393 3.156
H -1.479 -0.254 0.808
C -1.139 -0.262 1.095
H 0.133 -0.836 1.948
C 0.233 0.102 0.174
C -2.584 -2.742 -0.040
H 0.543 -0.393 -1.069
C 0.425 -3.138 0.013
F 2.095 -2.758 -0.518
F -0.712 -0.234 -1.834
H -1.293 1.211 0.294
H -0.768 -1.793 0.043
C 0.633 -0.168 0.110
H -0.776 1.317 0.419
O -2.907 -1.123 3.419
Br 0.002 -0.089 0.166
H 0.711 0.432 -0.856
C -3.062 0.534 -0.227
H 0.256 1.432 -1.031
H -0.761 -0.938 -1.335
H -0.328 -1.920 -0.043
C -4.246 2.124 1.379
C -0.916 0.044 0.812
C -1.630 -0.720 -3.140
C -0.119 -0.051 -0.255
H 0.613 -1.567 -0.381
H -0.130 -0.034 -0.016
C -0.186 1.323 -2.990
C 3.015 1.764 3.036
H -0.132 0.134 0.076
F 0.168 0.476 3.979
H 1.485 0.542 -0.460
H 0.060 -0.076 0.106
C -2.785 -2.334 0.536
C -1.050 -0.596 2.421
H -1.395 0.699 -0.929
H 0.803 1.368 -0.147
H 0.789 -0.657 -0.366
O 0.746 2.007 -1.394
F 1.132 2.228 -2.574
H -1.930 -0.498 0.383
H 1.136 0.538 1.588
H 1.459 1.497 -0.221
C 0.609 -0.271 -1.589
H 1.199 -0.358 -1.057
C 0.344 0.140 0.661
H -1.052 -1.382 -0.484
H 0.122 -0.148 -0.054
O 3.453 0.103 -2.602
C -0.230 1.067 0.944

Mulliken atomic charge list, values in e, 4 entries: C -0.468; C -0.590; S 1.033; N 0.440

***

Entry 4:
Entry from the OMol25 dataset: a structure of composition C17H14AgBrNOS at a distorted geometry (the ωB97M-V functional and the def2-TZVPD basis).

Summary:
Lowest unoccupied orbital energy (eV): -3.0390
Maximum force (Eh/bohr): 0.0449
Net charge: +1

Atoms and positions in Å:
C 1.4596 10.3998 9.7510
C 0.4652 9.6111 9.1872
C 5.8886 14.1571 8.6741
H 6.4295 17.4153 9.4879
C 8.6482 16.5940 13.1376
C -0.4262 10.1755 8.2714
H 7.9073 17.2065 7.5264
H 1.0577 13.2121 8.0605
S 4.8628 15.4470 10.8925
H 6.7599 13.8126 12.3986
H 8.5012 14.9577 6.6217
H 6.8365 13.1389 6.9966
C 0.8671 12.2022 8.3586
H 2.1428 10.0206 10.4852
Br -1.4923 12.3159 6.7476
Ag 3.1847 12.7459 10.2985
C 7.7706 17.5921 12.7367
C 5.8349 15.3455 9.4110
O 4.5948 13.9797 11.2341
C 6.5748 16.4464 8.9735
N 1.6906 11.6528 9.3047
C 7.4226 16.3412 7.9035
H 9.5520 16.9282 13.6305
H 7.9850 18.6191 12.9630
H 0.3463 8.5850 9.5844
H 5.8352 17.9158 11.7610
H 9.0586 14.4383 13.2448
C 7.6963 15.0832 7.3498
C 6.8123 14.0205 7.6524
C -0.2021 11.4775 7.8681
C 6.3300 15.8995 11.8762
H -1.2150 9.6219 7.8060
H 5.1815 13.3724 8.8458
C 7.0771 14.8976 12.4197
C 8.3205 15.2557 12.9861
C 6.6141 17.2176 12.0740

Atomic forces in eV per Å
C -0.250 0.491 -1.410
C -0.496 -0.427 0.733
C -0.058 0.610 0.059
H 0.240 -0.623 -0.485
C 0.096 0.295 0.219
C 1.148 -0.288 0.225
H 0.555 0.590 -0.108
H 0.107 0.309 -0.122
S 0.779 -0.081 0.316
H 0.412 1.487 -0.250
H -0.468 0.065 0.096
H 0.039 0.217 0.694
C 0.471 -1.187 1.208
H 0.081 -0.144 0.272
Br 0.494 -0.134 0.137
Ag -0.071 0.278 -0.035
C -0.314 -0.510 -0.158
C 0.550 -0.262 -1.289
O -0.007 0.324 0.261
C -1.209 0.690 0.960
N -0.798 0.077 -0.424
C 0.663 -1.214 -0.102
H 0.164 -0.374 -0.063
H 0.004 0.287 -0.077
H -0.022 0.716 -0.529
H 0.504 0.260 0.061
H -1.095 1.143 -0.013
C -1.098 -0.143 -0.079
C 1.006 0.548 -0.773
C -0.536 0.579 -0.174
C -1.330 -1.052 0.282
H -0.368 -0.311 0.095
H -0.085 -0.417 0.261
C 1.337 -1.851 0.345
C 0.279 -1.279 -0.089
C -0.725 1.329 -0.044

natural (NBO) atomic charge list, values in e, 4 entries: C 0.042; C -0.218; C -0.209; H 0.231

***

Entry 5:
Entry from the OMol25 dataset: a cluster of 8 separate species, C20H28Cl3O22 in total at a distorted geometry (the ωB97M-V functional and the def2-TZVPD basis).

Summary:
Lowest unoccupied orbital energy (eV): 2.1976
Maximum force (Eh/bohr): 0.0669
Net charge: -1

Atoms and positions in Å:
O 15.8193 -1.1374 3.7699
O 13.1522 -6.1618 -2.6588
C 9.7833 1.4028 -4.4672
H 13.0779 -2.9006 0.5544
O 13.4881 -5.0066 -4.5384
O 19.6040 -2.0133 0.3179
H 9.8611 -0.9817 -0.9059
H 17.0274 2.2923 1.8706
C 13.4320 -5.1752 -3.1860
O 10.3725 -3.8765 -2.2058
O 8.7057 -2.6497 -1.3480
Cl 9.5587 1.5507 2.1044
H 15.7610 1.5617 0.8275
C 11.2184 1.1748 -5.0059
O 13.0310 -3.3914 4.5361
C 13.5149 -3.2496 3.4749
H 14.2921 2.5584 2.4696
O 11.8509 0.2059 -0.9783
O 8.2666 -4.5675 -2.4003
H 14.9723 -2.7645 -3.6487
H 10.1064 -2.3831 0.1804
H 10.3721 -0.3282 4.2161
H 15.8945 -3.1803 1.6281
C 9.0283 -3.7798 -2.0294
C 16.1770 1.6143 1.8297
O 14.7719 0.8114 3.4957
O 18.7396 -1.3177 -1.6065
H 13.3155 -2.0890 -3.2546
H 15.5899 2.7223 3.6543
H 9.0916 1.7787 -5.2228
O 11.2309 -0.2342 -5.3068
O 13.7454 -4.0200 -2.5704
C 18.6747 -1.7673 -0.3220
C 13.2926 -3.5837 -4.8002
O 16.5624 0.2875 2.2275
H 10.6328 -0.4787 1.8301
C 13.9053 -2.9451 -3.5416
O 9.4163 0.1128 -4.0324
H 12.0766 -0.5512 3.8289
O 9.9882 -1.9748 -4.7190
C 15.1492 2.0512 2.9144
O 13.1307 -2.3084 2.5781
Cl 13.1468 0.7061 -1.3798
H 17.1846 -2.0725 -2.8567
O 14.4583 -4.0720 2.9330
H 12.2337 -3.3476 -4.9409
C 9.9245 -2.0600 -0.8462
H 11.3640 1.7095 -5.9407
O 13.0544 2.0842 -1.7801
H 17.3091 -0.3215 -2.6535
C 17.4299 -1.2768 -2.1522
C 15.7330 -0.1251 3.2188
C 13.7690 -2.5276 1.2992
C 11.2359 0.1193 3.7349
C 14.8730 -3.5709 1.6229
C 10.9361 0.4589 2.3157
C 16.5267 -1.3304 -0.8910
H 13.8289 -3.3760 -5.7279
Cl 11.7168 1.5976 4.6354
H 11.2124 -1.9923 -2.6063
H 11.8239 0.7442 1.7528
O 17.3948 -1.8468 0.1099
H 11.9629 1.4317 -4.2550
H 14.2546 -1.5994 1.0004
C 10.9689 -2.6646 -1.7870
H 16.1559 -0.3489 -0.5935
C 10.2066 -0.8133 -4.6805
H 14.8875 -4.4224 0.9251
H 15.6569 -1.9779 -0.9438
O 13.6355 -0.0661 -2.4959
O 14.0660 0.5675 -0.2607
H 9.7576 2.0994 -3.6310
H 11.8908 -2.7636 -1.2152

Atomic forces in eV per Å
O 0.154 -2.964 1.332
O -0.473 -2.949 1.710
C 0.836 0.476 -0.013
H -0.334 0.111 0.055
O -0.577 0.723 -0.028
O 2.646 -0.782 1.803
H -0.075 0.035 0.003
H 0.240 -0.273 -0.185
C 0.521 2.553 -2.058
O 0.311 0.172 0.027
O 0.405 -0.087 0.231
Cl 0.095 0.276 -0.022
H -0.100 0.098 0.063
C -0.779 0.425 -0.111
O -0.360 0.034 1.184
C 0.669 -0.531 -1.764
H -0.095 -0.273 0.102
O 0.129 0.069 -0.086
O -2.062 -2.078 -1.011
H -0.037 0.307 0.043
H -0.227 -0.016 0.058
H -0.058 0.166 0.200
H -0.301 0.228 0.521
C 1.699 1.974 0.933
C -0.247 0.457 0.466
O 0.436 -0.111 -0.028
O -0.277 -0.531 -0.132
H 0.380 0.248 0.397
H 0.046 -0.241 0.148
H -0.032 -0.260 -0.155
O 0.240 0.787 0.232
O -0.008 0.967 0.182
C -2.233 0.779 -1.325
C 0.795 -0.644 -0.100
O -0.331 0.615 0.322
H -0.017 0.140 0.116
C -0.614 -1.279 -0.586
O 0.291 -1.056 -0.396
H 0.142 -0.196 -0.248
O -0.194 -0.687 0.248
C 0.250 -0.117 -1.075
O 0.082 -0.115 -0.602
Cl -0.085 0.222 0.320
H 0.558 -0.243 0.099
O 0.204 0.725 -0.439
H 0.058 -0.190 0.234
C -0.149 -0.258 -0.682
H 0.276 0.038 0.066
O -0.080 0.007 0.147
H -0.023 0.013 -0.154
C -1.180 0.707 0.521
C -0.438 2.752 -1.236
C 1.453 -0.114 0.834
C -0.005 0.498 0.495
C -0.630 -0.635 0.158
C 0.203 -1.518 -0.859
C -0.120 0.291 -0.275
H -0.025 0.166 0.195
Cl -0.116 0.034 0.219
H -0.306 -0.214 -0.280
H -0.177 0.667 0.104
O 0.426 -0.117 -0.250
H 0.180 -0.223 -0.085
H -0.475 0.104 -0.199
C 0.294 1.251 1.061
H 0.200 -0.032 -0.016
C -0.813 0.638 0.175
H -0.297 0.242 0.278
H 0.012 -0.169 -0.360
O 0.178 -0.296 -0.197
O -0.188 0.111 -0.171
H 0.106 -0.155 0.106
H 0.019 -0.749 -0.263

Mulliken atomic charge list, values in e, 4 entries: O -0.519; O -0.498; C -0.370; H -0.169

***

Calculated E_tot, -41466.039, -6312.310, -348350.021, -106263.501, -103803.143 eV (same order as the records).